Computed, not measured: C4H7NO2 in the gas phase, with the ωB97M-V functional and the def2-TZVPD basis.

Frontier orbital gap in eV: 9.4
Energy above the lowest of the compared OMol25 structures with the same formula, charge and spin in kJ/mol: 361.20
Net charge: 0
Strongest force on any atom in Eh/bohr: 0.0142

Each line ends with the natural charge from an NBO analysis.
Geometry (Å):
C1 1.501 -1.881 0.312  -0.40
C2 0.840 -0.102 -0.917  0.33
N1 0.404 -0.944 0.033  -0.67
O1 0.394 1.148 -0.861  -0.50
C3 -0.576 1.611 0.067  -0.22
C4 -1.934 1.165 -0.430  0.41
O2 -2.912 1.067 0.265  -0.50
H1 2.441 -1.320 0.301  0.21
H2 1.364 -2.321 1.297  0.20
H3 1.561 -2.644 -0.465  0.21
H4 -0.248 -0.721 0.791  0.38
H5 -0.406 1.308 1.109  0.20
H6 -0.495 2.699 0.016  0.23
H7 -1.934 0.935 -1.517  0.12

Cartesian forces, eV/Å:
0.0992 -0.3944 0.1935
-0.0615 0.3581 0.1421
0.5279 0.4688 -0.1867
-0.0262 0.0645 -0.3567
-0.1844 0.0698 0.1311
-0.4139 0.0650 0.2630
0.3519 0.0156 -0.2590
-0.1619 -0.3464 0.1574
-0.0670 -0.1785 -0.0310
-0.1089 -0.0427 0.1952
0.3847 0.0027 -0.2172
0.0244 -0.0296 -0.2345
-0.2042 -0.0504 0.0729
-0.1603 -0.0026 0.1297